Record 1
DFT (the ωB97M-V functional and the def2-TZVPD basis) results for a structure of composition C26H22ClIN3O6S2ScSe at a distorted geometry.

Properties
* gap between HOMO and LUMO: 4.765 eV
* maximum force: 0.06763 hartree/bohr
* energy relative to the best compared isomer or geometry (same formula, charge and spin): 3.825 eV
* E_HOMO: -0.9 eV
* charge: -2
* LUMO level: 3.91 eV

Element x y z (Å)
Sc1 -1.024650 -0.749914 0.337399
I1 -1.437395 -1.099013 4.247859
C1 -2.814441 0.438620 3.785833
C2 -3.340968 1.077384 4.878135
C3 -4.128512 2.248568 4.698484
C4 -4.403564 2.760824 3.439569
C5 -4.030743 1.991759 2.285600
C6 -4.669189 2.306921 1.032462
C7 -4.534723 1.470954 -0.048296
C8 -3.720928 0.329370 0.134519
C9 -2.855017 0.251438 1.239488
C10 -3.179224 0.874939 2.447231
H1 -3.072564 0.770967 5.876934
H2 -4.429221 2.794893 5.629692
H3 -5.019342 3.641841 3.318544
H4 -5.314219 3.193366 0.990783
H5 -5.019013 1.671991 -0.993534
H6 -3.854955 -0.495487 -0.570726
N1 0.532487 3.379553 0.564208
H7 1.452849 3.455270 0.140301
H8 0.019004 4.250570 0.471234
H9 0.022600 2.645016 0.037620
Cl1 0.333663 -4.074747 1.289533
C11 -0.147912 -3.007659 -0.010890
H10 -0.734263 -3.601754 -0.728608
H11 0.770719 -2.589469 -0.419927
Se1 -4.123018 -2.206281 1.659490
C12 -3.669749 -3.855757 0.879018
N2 -3.531929 -4.955368 0.454347
O1 4.421053 0.900370 -1.642215
S1 3.834474 -0.261160 -0.970439
O2 4.062744 -1.596819 -1.521241
N3 2.177481 -0.120881 -0.720361
C13 1.918442 -0.095033 0.574562
O3 0.727685 0.014063 1.063844
C14 3.087425 -0.182945 1.478785
C15 3.122443 -0.240363 2.891717
C16 4.348875 -0.126147 3.562664
C17 5.560960 -0.016527 2.825449
C18 5.519279 -0.069579 1.430099
C19 4.279615 -0.203898 0.775967
H12 2.150733 -0.232409 3.462385
H13 4.366253 -0.130028 4.652343
H14 6.516383 0.158005 3.313162
H15 6.381111 -0.053891 0.783707
C20 3.452246 -0.879425 -4.912323
C21 1.962848 -0.685450 -4.644961
C22 1.169559 -1.829716 -4.386943
C23 -0.085332 -1.728917 -3.860809
C24 -0.545700 -0.471411 -3.545183
C25 0.134999 0.692990 -3.847271
C26 1.384137 0.577725 -4.401745
S2 -1.809822 -0.300292 -2.336665
O4 -1.925803 -1.636890 -1.566162
O5 -3.085299 0.096427 -2.940673
O6 -1.187737 0.638154 -1.342085
H16 3.600330 -1.959650 -5.080205
H17 4.063072 -0.586626 -4.066445
H18 3.785575 -0.324378 -5.790328
H19 1.617348 -2.816431 -4.555755
H20 -0.708272 -2.581359 -3.582146
H21 -0.301459 1.644133 -3.606687
H22 1.928585 1.489569 -4.560368

Cartesian forces (eV/Å) of the 3 atoms listed first:
Sc -1.0960 -2.0461 -0.0220
I -0.2014 0.2385 -0.6662
C -0.0012 0.7781 -0.2971


Record 2
DFT (the ωB97M-V functional and the def2-TZVPD basis) results for a cluster of 5 separate species, C18H29F9N2O8 in total at a distorted geometry.

Properties
* gap between HOMO and LUMO (alpha / beta): 6.692 / 2.001 eV
* maximum force: 0.13022 hartree/bohr
* E_HOMO (alpha / beta): -10.7 / -10.7 eV
* charge: +1
* spin multiplicity: 2
* LUMO level (alpha / beta): -4.00 / -8.69 eV

Element x y z (Å)
C1 -3.033650 6.180435 2.594071
C2 -3.028210 4.907835 1.828081
O1 -3.029030 3.821575 2.455921
N1 -2.978720 4.935195 0.486461
C3 -2.982160 6.086575 -0.388789
H1 -3.564050 6.977265 2.072681
H2 -1.994250 6.402035 2.836221
H3 -3.649060 6.079315 3.488021
H4 -2.747540 4.040005 0.079921
H5 -4.015300 6.433985 -0.386999
H6 -2.819810 5.793265 -1.425959
H7 -2.418600 6.989165 -0.152519
C4 -0.261870 -6.384575 -2.031419
C5 1.016970 -7.176435 -2.410469
O2 1.524180 -7.154555 -3.543099
N2 1.306190 -8.134805 -1.526709
C6 2.231230 -9.238765 -1.804679
H8 -0.626970 -6.761265 -1.075959
H9 -1.063310 -6.538945 -2.753899
H10 0.016990 -5.348695 -1.838329
H11 0.640450 -8.257945 -0.777219
H12 3.108880 -9.124715 -2.440939
H13 1.759760 -10.088825 -2.297849
H14 2.708650 -9.574265 -0.884029
C7 -0.883000 -2.679015 -1.189699
C8 -2.088430 -2.412115 -0.302789
O3 -1.820820 -1.310665 0.558791
C9 -2.707630 -0.807535 1.429821
O4 -3.947060 -1.057295 1.397231
C10 -2.150020 0.236115 2.326071
F1 -3.143630 0.515975 3.222091
F2 -1.054440 -0.259105 2.920391
F3 -1.814590 1.305675 1.617431
H15 -0.784870 -1.797075 -1.822679
H16 -1.162580 -3.480705 -1.873249
H17 0.051170 -2.897715 -0.672409
H18 -2.270990 -3.246165 0.374811
H19 -3.004790 -2.178405 -0.844779
C11 1.652910 5.627375 3.465231
C12 1.045110 4.392925 2.900441
O5 0.260220 3.770265 3.907881
C13 0.716350 2.843245 4.832911
O6 1.881670 2.629975 5.038111
C14 -0.409760 2.059315 5.486541
F4 -1.655160 2.451505 5.076061
F5 -0.164010 0.741605 5.305411
F6 -0.253450 2.319055 6.768271
H20 2.339720 5.419805 4.285791
H21 0.937070 6.338745 3.877081
H22 2.241910 6.163875 2.721361
H23 1.801980 3.733365 2.475901
H24 0.348130 4.544215 2.076171
C15 3.320330 1.328005 -5.336959
C16 2.983580 0.610365 -4.058029
O7 2.841760 -0.734895 -4.157759
C17 2.561420 -1.428065 -2.966569
O8 2.092280 -0.973955 -1.968099
C18 2.638560 -2.943245 -3.229479
F7 1.417150 -3.448155 -3.528979
F8 3.445440 -3.199685 -4.222009
F9 2.969250 -3.507145 -2.125969
H25 2.507880 1.136235 -6.037849
H26 4.288300 1.058725 -5.759579
H27 3.236870 2.408205 -5.217289
H28 2.039020 0.969995 -3.649889
H29 3.596410 0.893515 -3.202249

Cartesian forces (eV/Å) of the 3 atoms listed first:
C -0.9249 0.1595 0.9610
C -0.0118 1.1269 -2.9574
O 0.0590 -0.3385 0.4727


Record 3
DFT (the ωB97M-V functional and the def2-TZVPD basis) results for a structure of composition C47H45AsBF4IN5O5S4Ta at a distorted geometry.

Properties
* gap between HOMO and LUMO: 7.621 eV
* maximum force: 0.04666 hartree/bohr
* energy relative to the best compared isomer or geometry (same formula, charge and spin): 2.000 eV
* E_HOMO: -12.6 eV
* charge: +2
* LUMO level: -4.94 eV

Element x y z (Å)
Ta1 -0.909827 0.430573 -1.278525
N1 -1.258782 -0.150461 5.258541
N2 -1.961887 -1.206684 5.806005
C1 -2.462677 -2.200433 5.015014
N3 -2.868468 -3.285150 5.673979
N4 -2.565397 -1.846732 3.752971
N5 -2.935089 -2.739558 2.826591
O1 -2.979431 -2.357159 1.674250
O2 -3.191127 -3.916600 3.178900
H1 -0.533324 0.037640 5.968411
H2 -1.899687 0.656491 5.317736
H3 -2.267787 -1.182040 6.765501
H4 -2.822426 -3.358018 6.678892
H5 -3.339291 -4.071082 5.156196
F1 1.798339 0.869745 -2.836489
B1 1.913574 1.749053 -3.870288
F2 1.457390 1.514014 -5.059407
F3 2.376663 2.954144 -3.642754
F4 -1.143453 1.866279 -2.493557
O3 -0.260856 1.720290 0.059979
As1 0.195594 3.320754 0.376148
C2 0.308918 3.257593 2.320303
C3 -0.869943 3.466361 3.037033
C4 -0.814516 3.618559 4.410083
C5 0.406436 3.622053 5.083979
C6 1.576707 3.322116 4.363774
C7 1.512704 3.140295 2.978412
C8 1.989148 3.680965 -0.276705
C9 2.300428 5.011898 -0.369148
C10 3.634235 5.418771 -0.544299
C11 4.606970 4.448981 -0.544096
C12 4.254593 3.102522 -0.487150
C13 2.933365 2.694028 -0.386885
C14 -1.033004 4.701941 -0.029669
C15 -1.122034 5.757697 0.896319
C16 -1.984131 6.784128 0.587401
C17 -2.718698 6.718532 -0.586708
C18 -2.658836 5.632272 -1.477319
C19 -1.790299 4.595524 -1.178677
H6 -1.833965 3.531814 2.594563
H7 -1.763852 3.733599 4.884776
H8 0.436542 3.886020 6.137057
H9 2.537775 3.274989 4.903937
H10 2.422968 3.023405 2.380461
H11 1.553122 5.788700 -0.207415
H12 3.865043 6.468014 -0.592544
H13 5.679718 4.690002 -0.624782
H14 5.075871 2.377542 -0.461071
H15 2.585697 1.655065 -0.267344
H16 -0.508442 5.838333 1.775058
H17 -2.101143 7.631345 1.226665
H18 -3.333582 7.606330 -0.780298
H19 -3.332338 5.567469 -2.306446
H20 -1.652372 3.755536 -1.833079
I1 -4.109975 1.732551 -0.343544
C20 -2.783908 -0.060819 -0.293728
H21 -3.321886 -0.827506 -0.848837
H22 -2.707888 -0.356854 0.753933
O4 0.317166 -0.833406 -0.435141
S1 1.428306 -1.066776 0.658634
C21 2.048893 -2.693661 0.154815
C22 2.905837 -2.607622 -1.070268
C23 2.584987 -3.429194 -2.152323
C24 3.308353 -3.311123 -3.338106
C25 4.241712 -2.274537 -3.441790
C26 4.530901 -1.457266 -2.338946
C27 3.911185 -1.657216 -1.117669
C28 0.454446 -1.424614 2.195727
C29 1.167176 -2.494985 3.015822
C30 0.738656 -3.833585 3.005942
C31 1.541927 -4.836345 3.546962
C32 2.775113 -4.528349 4.040260
C33 3.167942 -3.223949 4.187003
C34 2.358009 -2.183748 3.729130
H23 1.189492 -3.305065 0.056491
H24 2.573059 -3.014774 1.031294
H25 1.740679 -4.130816 -2.082485
H26 3.102194 -3.940125 -4.205746
H27 4.809179 -2.080582 -4.318204
H28 5.305969 -0.684214 -2.487950
H29 4.112024 -1.046675 -0.226352
H30 -0.485358 -1.702516 1.822743
H31 0.407102 -0.417866 2.685107
H32 -0.198699 -4.095098 2.516354
H33 1.195085 -5.873190 3.524779
H34 3.463106 -5.283677 4.349699
H35 4.140115 -2.983766 4.671429
H36 2.701095 -1.158849 3.926012
O5 -1.260110 -0.727238 -2.629043
C35 -1.747807 -1.706234 -3.451056
C36 -3.257319 -1.612069 -3.494068
C37 -3.993284 -0.589246 -4.035001
C38 -5.400495 -0.853205 -4.017439
C39 -5.697295 -2.032926 -3.419726
S2 -4.300006 -2.805008 -2.807816
C40 -1.171646 -1.475807 -4.813172
C41 0.154061 -1.190028 -5.044691
C42 0.433631 -0.857314 -6.402899
C43 -0.678056 -0.907792 -7.179012
S3 -2.028333 -1.390300 -6.312794
C44 -1.343147 -2.996114 -2.797978
C45 -1.699696 -3.366510 -1.534019
C46 -1.269447 -4.714077 -1.311025
C47 -0.621982 -5.260078 -2.362029
S4 -0.450605 -4.164984 -3.680440
H37 -3.552342 0.250968 -4.481532
H38 -6.181810 -0.178856 -4.342513
H39 -6.677689 -2.387801 -3.199465
H40 0.859227 -1.229108 -4.193699
H41 1.370393 -0.536607 -6.792249
H42 -0.818935 -0.601127 -8.197899
H43 -2.240415 -2.738049 -0.846995
H44 -1.319734 -5.206447 -0.332518
H45 -0.224291 -6.245284 -2.446247

Cartesian forces (eV/Å) of the 3 atoms listed first:
Ta -1.4505 0.1081 -0.0841
N 0.0857 1.4881 1.1692
N -0.4115 -1.6053 0.1181


Number 2 is which compound?
C18H29F9N2O8


Which value of charge does entry 2 give?
+1


Look up the maximum force of the first one.
0.06763 hartree/bohr